Run A
Computed, not measured: a cluster of 2 separate species, C2H2FN3O in total, with ωB97M-V with the def2-TZVPD basis set.

Element x y z (Å)
C -0.91 1.58 -0.04
C -0.03 -1.57 -0.28
N 0.29 1.26 -0.15
N -0.76 -1.72 0.65
N 1.45 1.67 -0.20
O 0.54 -1.27 -1.26
F -1.84 0.91 0.57
H -0.70 -2.01 1.64
H 1.96 1.14 -0.95

Its multiplicity is 1. As for the frontier orbital gap (alpha / beta): 8.90 / 8.91 eV. The LUMO energy (alpha / beta) is -0.4 / -0.4 eV.

=====

Run B
Computed, not measured: the molecule C2H2FN3O, with ωB97M-V with the def2-TZVPD basis set.

Element x y z (Å)
O 0.44 1.43 1.02
C 0.45 0.31 0.36
N 1.25 -0.70 0.37
N 0.63 -1.67 -0.38
N -0.43 -1.38 -0.90
C -0.80 -0.02 -0.50
F -0.97 0.77 -1.50
H 1.18 1.31 1.60
H -1.76 -0.07 -0.06

Its multiplicity is 1. As for the frontier orbital gap: 9.74 eV. The LUMO energy is -0.4 eV. Its structure (SMILES) is OC1=NN=N[C@@H]1F.

=====

Energies in kJ/mol, measured from the most stable structure: run A 124.7; run B 0.0.

=====

Run A
Computed, not measured: a cluster of 4 separate species, C2H8NO4 in total, with ωB97M-V with the def2-TZVPD basis set.

Element x y z (Å)
O -1.25 -0.99 0.31
C -0.83 0.05 -0.55
N -0.09 0.87 0.35
C 1.18 0.68 0.44
O 0.15 -0.35 -2.67
H -0.03 -0.57 -1.23
H -1.69 0.27 -1.19
H 1.67 1.05 1.35
H 1.57 -0.26 0.00
H 4.61 -0.38 1.19
H 0.93 -0.65 -3.17
O 3.75 -0.10 0.87
H -3.19 -0.09 2.14
H -1.89 -0.41 0.98
O -3.05 0.26 1.25

Its multiplicity is 1. Its net charge is -1. As for the frontier orbital gap: 3.30 eV. The LUMO energy is -0.4 eV.

=====

Run B
Computed, not measured: a cluster of 3 separate species, C2H8NO4 in total, with ωB97M-V with the def2-TZVPD basis set.

Element x y z (Å)
C 1.57 -0.79 -0.31
N 0.98 -0.06 0.81
C 0.22 -0.91 1.75
O -1.03 -0.69 1.81
O 0.92 -1.70 2.40
H 2.55 -1.13 0.01
H 1.84 -0.08 -1.10
H 0.96 -1.60 -0.72
H 0.48 0.77 0.51
H -0.10 2.19 -1.52
H -1.47 1.68 -1.18
O -1.03 2.41 -1.68
H -1.51 0.07 0.44
H -2.34 -0.47 -0.82
O -2.04 0.33 -0.38

Its multiplicity is 1. Its net charge is -1. As for the frontier orbital gap: 8.39 eV. The LUMO energy is 3.8 eV.

=====

Energies in kJ/mol, measured from the most stable structure: run A 1007.0; run B 0.0.

=====

Run A
Computed, not measured: the molecule C7H8N2OS, with ωB97M-V with the def2-TZVPD basis set.

Element x y z (Å)
C -1.42 -2.10 0.01
C -1.72 -0.86 -0.44
C -0.08 -2.42 0.45
C -0.76 0.17 -0.35
C 0.85 -1.40 0.48
C 0.54 -0.11 0.02
C 1.40 2.28 0.54
N 2.83 0.53 0.11
N 1.59 0.82 0.21
O 5.06 -0.56 -0.09
S 3.63 -0.78 -0.27
H -2.16 -2.92 0.26
H -2.77 -0.56 -0.63
H 0.15 -3.24 1.06
H -1.01 1.11 -0.79
H 1.80 -1.58 0.96
H 0.45 2.38 1.01
H 2.30 2.66 0.93
H 1.37 2.89 -0.29

Its multiplicity is 1. As for the frontier orbital gap: 7.77 eV. The LUMO energy is -0.1 eV.

=====

Run B
Computed, not measured: the molecule C7H8N2OS, with ωB97M-V with the def2-TZVPD basis set.

Element x y z (Å)
C -1.67 2.21 -1.54
C -0.62 2.64 -2.33
C -0.12 0.86 -0.63
C -0.58 -1.75 1.81
C 0.18 -2.84 1.27
C 0.39 -0.02 0.33
C 1.94 -0.28 0.30
N -1.36 1.30 -0.59
N -0.55 -0.61 1.00
O -1.21 -1.70 2.86
S 0.88 1.87 -1.77
H -2.72 2.53 -1.61
H -0.32 3.43 -2.97
H -0.17 -3.81 1.48
H 0.61 -2.83 0.28
H 2.35 0.65 0.59
H 2.16 -0.67 -0.62
H 2.28 -0.87 1.10
H -1.47 -0.10 1.04

Its multiplicity is 1. As for the frontier orbital gap (alpha / beta): 7.82 / 5.27 eV. The LUMO energy (alpha / beta) is -1.0 / -1.6 eV.

=====

Energies in kJ/mol, measured from the most stable structure: run A 0.0; run B 17.7.

=====

Run A
Computed, not measured: a cluster of 2 separate species, C5H11O4 in total, with ωB97M-V with the def2-TZVPD basis set.

Element x y z (Å)
O 2.05 2.15 1.79
H 1.26 2.13 2.40
H 1.66 2.23 0.90
C -0.68 1.41 -0.45
C -1.06 0.03 -0.19
C 0.11 -0.93 -0.26
C 0.05 -2.16 -1.17
O 0.75 -0.92 -1.53
C 0.98 -1.22 0.91
O -1.85 -0.43 -1.31
O -1.49 2.38 -0.09
H 0.10 1.62 -1.18
H -1.58 -0.13 0.77
H 0.75 -2.97 -0.93
H -0.87 -2.40 -1.73
H 0.44 -1.60 1.78
H 1.63 -2.07 0.65
H 1.54 -0.35 1.25
H -2.72 -0.01 -1.34
H -1.07 3.25 -0.26

Its multiplicity is 2. As for the frontier orbital gap (alpha / beta): 7.71 / 10.27 eV. The LUMO energy (alpha / beta) is 0.3 / 0.3 eV.

=====

Run B
Computed, not measured: a structure of composition C5H11O4, with ωB97M-V with the def2-TZVPD basis set.

Element x y z (Å)
O 2.20 -3.84 -0.44
H 1.68 -4.64 -0.55
H 3.11 -3.82 -1.26
C 3.75 -2.87 -1.79
C 3.64 -1.49 -0.96
C 3.79 -1.72 0.56
C 2.34 -0.76 -1.34
C 2.21 0.69 -1.78
O 2.27 -0.40 -2.75
O 4.83 -0.90 -1.47
O 5.09 -3.21 -1.80
H 3.36 -2.65 -2.82
H 3.09 -2.46 0.99
H 4.82 -2.03 0.79
H 3.58 -0.76 1.02
H 1.45 -1.15 -0.84
H 1.24 1.14 -1.68
H 3.02 1.42 -1.80
H 4.75 0.08 -1.35
H 5.17 -4.18 -1.77

Its multiplicity is 2. As for the frontier orbital gap (alpha / beta): 9.98 / 8.70 eV. The LUMO energy (alpha / beta) is 0.6 / -1.2 eV.

=====

Energies in kJ/mol, measured from the most stable structure: run A 0.0; run B 155.9.

=====

Run A
Computed, not measured: a structure of composition C2H5N2O2, with ωB97M-V with the def2-TZVPD basis set.

Element x y z (Å)
C 0.81 0.79 -0.02
C -0.10 -0.96 -0.55
N 1.44 1.92 0.19
N -1.53 -1.41 0.06
O 1.04 -0.27 0.63
O -0.08 0.42 -0.90
H 2.40 1.71 0.51
H 1.53 2.59 -0.56
H -2.10 -2.11 -0.53
H -2.09 -0.63 0.28
H -1.33 -2.05 0.89

Its multiplicity is 1. Its net charge is +1. As for the frontier orbital gap: 10.04 eV. The LUMO energy is -3.8 eV.

=====

Run B
Computed, not measured: the ion C2H5N2O2 with charge +1, with ωB97M-V with the def2-TZVPD basis set.

Element x y z (Å)
N 0.36 0.08 0.83
C 0.28 0.71 -0.43
N -0.30 0.21 -1.45
O -0.42 0.76 -2.58
C -1.23 -1.04 -1.49
O -1.34 -1.77 -0.53
H 1.31 -0.30 1.17
H -0.27 -0.84 0.95
H 0.24 0.87 1.44
H 0.65 1.74 -0.58
H -1.75 -1.00 -2.55

Its multiplicity is 1. Its net charge is +1. As for the frontier orbital gap (alpha / beta): 9.14 / 9.14 eV. The LUMO energy (alpha / beta) is -5.3 / -5.3 eV. Its structure (SMILES) is [NH3+]/C=[N+](/[O-])C=O.

=====

Energies in kJ/mol, measured from the most stable structure: run A 0.0; run B 69.0.

=====

Run A
Computed, not measured: the molecule C4H7ClN2S, with ωB97M-V with the def2-TZVPD basis set.

Element x y z (Å)
C 2.51 -0.66 -1.09
N 1.99 -0.09 -0.09
N 0.98 -0.64 0.61
C -0.01 0.29 1.15
C -0.92 0.97 0.15
S -0.55 2.39 -0.63
C -2.26 0.36 -0.10
Cl -2.10 -1.37 -0.59
H 2.10 -1.58 -1.50
H 3.26 -0.11 -1.62
H 0.60 -1.50 0.19
H -0.62 -0.18 1.94
H 0.62 0.98 1.71
H -2.72 0.83 -0.96
H -2.85 0.32 0.84

Its multiplicity is 1. As for the frontier orbital gap: 7.88 eV. The LUMO energy is -0.8 eV. Its structure (SMILES) is C=NNCC(=S)CCl.

=====

Run B
Computed, not measured: the molecule C4H7ClN2S, with ωB97M-V with the def2-TZVPD basis set.

Element x y z (Å)
C -2.14 -0.12 0.19
N -1.14 -0.45 -0.93
N 0.16 -0.19 -0.49
C 1.19 -0.99 0.04
C 1.75 0.42 0.54
Cl 3.29 0.53 -0.41
C 0.52 1.02 -0.07
S -0.09 2.60 -0.25
H -3.24 -0.39 -0.13
H -1.95 -0.93 0.95
H -1.93 0.92 0.62
H -1.10 -0.09 -1.83
H 1.76 -1.54 -0.75
H 0.91 -1.54 0.85
H 2.00 0.74 1.67

Its multiplicity is 1. As for the frontier orbital gap: 8.77 eV. The LUMO energy is 0.1 eV. Its structure (SMILES) is CNN1C[C@@H](Cl)C1=S.

=====

Energies in kJ/mol, measured from the most stable structure: run A 0.0; run B 96.2.

=====

Run A
Computed, not measured: a cluster of 2 separate species, C2H7NS in total, with ωB97M-V with the def2-TZVPD basis set.

Element x y z (Å)
S 2.51 -0.36 0.54
H 2.36 -0.43 -0.75
C -2.19 -0.06 0.78
C -1.33 0.19 -1.47
N -2.05 0.62 -0.54
H -1.62 0.44 1.59
H -3.22 0.12 1.07
H -1.93 -1.11 0.67
H -0.24 0.02 -1.36
H -1.65 0.10 -2.52
H 2.10 0.95 0.48

Its multiplicity is 2. Its net charge is +1. As for the frontier orbital gap (alpha / beta): 6.91 / 4.82 eV. The LUMO energy (alpha / beta) is -6.4 / -8.4 eV.

=====

Run B
Computed, not measured: the ion C2H7NS with charge +1, with ωB97M-V with the def2-TZVPD basis set.

Element x y z (Å)
C -1.52 0.78 -0.10
S -0.92 -0.90 -0.65
H -0.80 1.52 -0.24
H -1.49 0.80 0.98
H -2.55 0.75 -0.48
C 0.85 -1.08 -0.01
N 1.65 0.13 0.15
H 1.34 -1.68 -0.76
H 0.66 -1.71 0.96
H 1.36 0.74 0.91
H 1.42 0.66 -0.75

Its multiplicity is 2. Its net charge is +1. As for the frontier orbital gap (alpha / beta): 11.48 / 6.67 eV. The LUMO energy (alpha / beta) is -3.8 / -8.5 eV.

=====

Energies in kJ/mol, measured from the most stable structure: run A 123.6; run B 0.0.

=====

Run A
Computed, not measured: the molecule C5H7FO2, with ωB97M-V with the def2-TZVPD basis set.

Element x y z (Å)
C 0.88 -1.20 -2.38
C 0.82 -0.77 -1.10
O 1.46 0.17 -0.37
C 1.01 0.30 0.98
C -0.38 -0.39 1.04
C -1.51 0.53 0.87
F -0.44 -1.43 1.88
O -0.27 -1.26 -0.45
H 0.15 -1.83 -2.71
H 1.69 -1.15 -3.02
H 0.90 1.27 1.39
H 1.75 -0.13 1.55
H -2.40 0.01 0.29
H -1.28 1.36 0.27
H -1.75 0.80 1.83

Its multiplicity is 1. As for the frontier orbital gap: 8.69 eV. The LUMO energy is 0.7 eV. Its structure (SMILES) is C=C1OC[C@](C)(F)O1.

=====

Run B
Computed, not measured: the molecule C5H7FO2, with ωB97M-V with the def2-TZVPD basis set.

Element x y z (Å)
C 0.72 -2.01 1.17
C 0.28 -0.76 1.31
F 0.39 -0.18 2.52
C -0.47 0.05 0.33
C 0.09 1.42 0.09
O -0.43 1.77 -1.20
C -0.46 0.53 -1.91
O -0.43 -0.53 -0.99
H 1.24 -2.47 2.00
H 0.60 -2.50 0.22
H -1.50 0.06 0.65
H 1.18 1.45 0.10
H -0.26 2.15 0.85
H 0.45 0.46 -2.56
H -1.41 0.56 -2.59

Its multiplicity is 1. As for the frontier orbital gap: 10.76 eV. The LUMO energy is 0.9 eV. Its structure (SMILES) is C=C(F)[C@H]1COCO1.

=====

Energies in kJ/mol, measured from the most stable structure: run A 102.0; run B 0.0.

=====

Run A
Computed, not measured: a structure of composition CH3N2O3S, with ωB97M-V with the def2-TZVPD basis set.

Element x y z (Å)
C -3.00 -0.03 0.50
N 0.59 0.10 -0.35
N -1.89 -0.17 0.22
O 2.35 -0.93 1.19
O -4.17 0.00 0.63
O 3.09 0.36 -0.82
S 2.34 0.31 0.44
H 0.60 1.03 -0.80
H -0.66 -0.08 0.20
H 0.75 -0.60 -1.20

Its multiplicity is 1. Its net charge is -1. As for the frontier orbital gap: 8.51 eV. The LUMO energy is 3.7 eV.

=====

Run B
Computed, not measured: the ion CH3N2O3S with charge -1, with ωB97M-V with the def2-TZVPD basis set.

Element x y z (Å)
C -1.75 0.09 -0.12
N -0.69 0.18 0.59
N 0.63 -0.91 0.47
O 3.10 -0.53 0.11
O -2.34 -0.92 -0.61
O 1.36 1.34 -0.12
S 1.83 -0.06 -0.51
H -2.18 1.17 -0.03
H -0.05 1.06 0.39
H 0.10 -1.43 -0.18

Its multiplicity is 1. Its net charge is -1. As for the frontier orbital gap: 8.44 eV. The LUMO energy is 4.0 eV.

=====

Energies in kJ/mol, measured from the most stable structure: run A 0.0; run B 206.2.

=====

Run A
Computed, not measured: the molecule CH2ClO2P, with ωB97M-V with the def2-TZVPD basis set.

Element x y z (Å)
O -1.31 1.37 -0.39
C -1.13 0.23 -0.37
Cl -2.38 -0.91 -0.68
O 0.03 -0.58 -0.15
P 1.68 -0.14 -0.05
H 1.70 -1.03 0.98
H 1.42 1.05 0.66

Its multiplicity is 1. As for the frontier orbital gap: 10.44 eV. The LUMO energy is 0.3 eV. Its structure (SMILES) is O=C(Cl)OP.

=====

Run B
Computed, not measured: the molecule CH2ClO2P, with ωB97M-V with the def2-TZVPD basis set.

Element x y z (Å)
C -0.47 2.85 -0.13
O 0.06 1.69 0.32
O -0.23 0.32 -1.99
P -0.18 0.36 -0.56
Cl -0.29 4.02 1.03
H -1.30 0.18 0.05
H 0.59 -0.60 0.14

Its multiplicity is 1. As for the frontier orbital gap: 9.43 eV. The LUMO energy is -0.4 eV.

=====

Energies in kJ/mol, measured from the most stable structure: run A 0.0; run B 168.1.